No. 1
Computed, not measured: a structure of composition C17H52AsF6O9, with the ωB97M-V functional and the def2-TZVPD basis.

Summary:
**Energy above the lowest of the compared OMol25 structures with the same formula, charge and spin**: 0.000 eV
**HOMO-LUMO gap**: 9.16 eV

```
! wB97M-V def2-TZVPD RIJCOSX def2/J DEFGRID3
* xyz -1 1
As 0.0757 0.0870 0.4709
F 1.1678 0.8888 1.5570
F 0.9584 0.6553 -0.8866
F -1.0417 -0.6847 -0.6002
F -0.8685 -0.4899 1.7992
F -0.8228 1.5702 0.4219
F 1.0491 -1.3336 0.5555
C 4.5428 -1.1094 0.6414
C 4.4368 -1.8308 -0.6787
C 4.2421 -3.3198 -0.4413
O 3.3189 -1.3237 -1.4048
H 4.7853 -0.0535 0.5769
H 5.2864 -1.6068 1.2838
H 3.6109 -1.2677 1.1939
H 5.3277 -1.6925 -1.2916
H 3.8519 -3.7838 -1.3490
H 3.4898 -3.4869 0.3382
H 5.1508 -3.8496 -0.1440
H 2.5754 -1.3092 -0.7903
C 0.5891 -3.3917 -2.1456
C 0.1233 -2.9437 -3.5151
C -0.9288 -3.8823 -4.0818
O -0.4356 -1.6231 -3.4655
H -0.0629 -2.9902 -1.3691
H 1.5940 -3.0078 -1.9475
H 0.6467 -4.4792 -2.1043
H 0.9266 -2.8709 -4.2530
H -1.5594 -3.4591 -4.8594
H -1.6120 -4.1566 -3.2612
H -0.5177 -4.8418 -4.4091
H -0.6697 -1.3956 -2.5573
C -6.3543 -0.4957 1.7658
C -5.6041 0.5201 0.9095
C -4.3468 -0.0715 0.3367
O -6.4095 0.8813 -0.2218
H -7.2610 -0.0654 2.1973
H -5.7002 -0.8432 2.5703
H -6.6063 -1.3796 1.1784
H -5.3503 1.3984 1.5129
H -3.8283 0.6731 -0.2661
H -4.5804 -0.9388 -0.2858
H -3.6664 -0.4628 1.0960
H -7.2887 1.0940 0.1053
C -2.5341 4.7861 1.9171
C -1.6464 3.9268 2.8263
C -2.2968 2.5763 3.0994
O -0.3771 3.7342 2.2429
H -3.5476 4.4037 1.7933
H -2.0749 4.9182 0.9378
H -2.6358 5.7992 2.3252
H -1.4710 4.4531 3.7637
H -1.6769 1.9600 3.7531
H -2.4473 2.0176 2.1702
H -3.2973 2.6634 3.5368
H -0.4285 3.0124 1.6060
C -1.4596 1.4357 -2.9999
O -0.2237 1.2103 -3.6574
H -2.1525 1.9250 -3.6952
H -1.9525 0.5019 -2.7039
H -1.3647 2.0110 -2.0830
H -0.3143 0.3400 -4.0646
C 3.6917 0.4526 3.8451
O 3.4989 1.5140 2.9493
H 3.3659 -0.5135 3.4363
H 4.7589 0.3681 4.0558
H 3.1550 0.5963 4.7936
H 2.6324 1.4140 2.5406
C 0.8695 -2.5559 4.0451
O -0.1791 -2.9834 3.1970
H 1.7841 -2.3944 3.4580
H 0.6361 -1.6014 4.5237
H 1.0439 -3.3570 4.7570
H -0.4497 -2.2365 2.6524
C 1.4599 4.1065 -0.6401
O 2.0980 3.1760 -1.4983
H 1.5818 3.8741 0.4216
H 1.9078 5.0821 -0.8279
H 0.3852 4.1699 -0.8564
H 1.7927 2.2997 -1.2408
C 2.7705 -0.3464 -4.2330
O 2.6599 0.9334 -3.6834
H 3.8330 -0.5852 -4.3074
H 2.2324 -1.1040 -3.6607
H 2.3916 -0.3880 -5.2757
H 1.7465 1.0768 -3.4016
*
```

No. 2
Computed, not measured: a cluster of 10 separate species, C17H52F6N10O9P in total, with the ωB97M-V functional and the def2-TZVPD basis.

Summary:
**Energy above the lowest of the compared OMol25 structures with the same formula, charge and spin**: 5.196 eV
**HOMO-LUMO gap**: 9.08 eV

```
! wB97M-V def2-TZVPD RIJCOSX def2/J DEFGRID3
* xyz -1 1
P -0.4568 -0.1671 0.5010
F -0.8242 1.1119 -0.4172
F 0.5881 0.6520 1.4912
F -1.6137 0.2551 1.5496
F -0.1941 -1.4556 1.3818
F -1.3337 -1.0248 -0.5303
F 0.7652 -0.5253 -0.5732
C 2.6162 -3.2093 0.1766
O 3.1121 -4.0704 0.8067
N 1.8419 -3.4366 -0.8240
N 2.9800 -1.9915 0.1285
H 1.5490 -2.6107 -1.3262
H 1.4762 -4.3466 -1.0653
H 2.2410 -1.4743 -0.3258
H 3.5620 -1.5979 0.8541
C -3.6656 -2.2525 2.3001
O -3.9703 -3.4130 2.4542
N -4.3911 -1.5747 1.4977
N -2.7008 -1.6168 2.9470
H -5.1478 -2.0984 1.0817
H -4.4910 -0.5697 1.4908
H -2.2411 -0.8523 2.4733
H -2.2304 -2.2158 3.6104
C -1.8620 3.4086 -3.5565
O -1.1177 3.8396 -4.4782
N -3.0898 2.9985 -3.6531
N -1.3700 3.3820 -2.3259
H -3.5203 3.0407 -4.5658
H -3.6083 2.6586 -2.8558
H -0.3923 3.5851 -2.1746
H -1.9415 3.0782 -1.5505
C -1.5973 -4.5186 -0.5236
O -1.8155 -5.7229 -0.5586
N -0.7618 -3.8184 0.2469
N -2.2963 -3.6302 -1.2381
H -0.3958 -4.3094 1.0500
H -0.7678 -2.8085 0.2534
H -2.1617 -2.6292 -1.2293
H -3.0450 -4.0270 -1.7878
C -0.8852 1.9037 4.7407
O -1.3627 2.5800 5.6089
N 0.0463 2.1477 3.9158
N -1.3895 0.7093 4.4494
H 0.3809 3.1006 3.9289
H 0.3773 1.5048 3.2107
H -2.1849 0.3112 4.9279
H -0.9194 0.1734 3.7339
C 2.1836 1.6558 -2.5201
C 3.2083 1.0975 -1.5136
C 4.7178 1.3411 -1.5418
O 2.7746 1.4706 -0.2290
H 1.2264 1.1886 -2.2886
H 2.5678 1.3410 -3.4903
H 2.0788 2.7400 -2.4786
H 3.1791 0.0136 -1.6251
H 5.1914 0.9024 -2.4201
H 5.2371 0.8342 -0.7285
H 5.1140 2.3433 -1.3783
H 1.9397 1.0465 -0.0174
C 3.7078 0.7849 3.6196
C 4.9687 -0.0860 3.8458
C 6.2938 0.4338 3.2299
O 5.2911 -0.1345 5.2172
H 3.1031 1.1124 4.4653
H 3.0745 0.3128 2.8685
H 4.1524 1.7094 3.2513
H 4.8497 -1.0794 3.4132
H 6.3810 0.3441 2.1471
H 7.1125 -0.1066 3.7051
H 6.6055 1.4511 3.4665
H 4.5150 0.0733 5.7426
C -0.1070 -0.9734 -5.8532
C 0.4936 -1.7811 -4.7515
C -0.4892 -2.5233 -3.9479
O 1.3994 -2.7506 -5.2976
H -0.5734 -0.0296 -5.5708
H -1.0144 -1.4778 -6.1855
H 0.6557 -0.8030 -6.6131
H 1.1694 -1.1327 -4.1938
H -1.1600 -3.2804 -4.3542
H -1.0924 -1.8504 -3.3384
H 0.1420 -2.9106 -3.1481
H 0.8863 -3.4517 -5.7060
C -5.4853 2.6327 0.0496
C -4.0904 3.2280 0.4105
C -3.7004 2.9018 1.8594
O -3.1597 2.6010 -0.3441
H -5.7113 2.6061 -1.0163
H -6.3380 3.1135 0.5290
H -5.6999 1.6636 0.5001
H -4.1763 4.2927 0.1933
H -3.7509 1.8418 2.1085
H -4.2845 3.5766 2.4852
H -2.6497 3.1449 2.0176
H -2.5286 2.0984 0.1761
*
```

No. 3
Computed, not measured: a cluster of 8 separate species, C17H52N11O8 in total, with the ωB97M-V functional and the def2-TZVPD basis.

Summary:
**Energy above the lowest of the compared OMol25 structures with the same formula, charge and spin**: 0.000 eV
**HOMO-LUMO gap**: 8.48 eV

```
! wB97M-V def2-TZVPD RIJCOSX def2/J DEFGRID3
* xyz -1 1
C -21.4413 20.5127 18.0409
O -20.6854 19.3756 18.2798
H -20.7605 21.3351 17.7525
H -22.2056 20.4825 17.2458
H -21.9707 20.8284 18.9576
C -15.8596 22.5925 17.0308
C -16.8882 22.6089 18.1336
C -18.3081 22.8429 17.6736
O -19.2158 22.9725 18.7758
C -20.1919 23.9702 18.5802
N -16.8795 21.3406 18.8991
H -14.9005 22.2637 17.4353
H -15.7722 23.5794 16.5772
H -16.0990 21.8133 16.3011
H -16.6733 23.3797 18.8804
H -18.7106 21.9880 17.1175
H -18.3812 23.7585 17.0777
H -20.5251 24.0052 17.5385
H -19.8775 24.9673 18.9003
H -21.0697 23.6944 19.1659
H -16.3691 20.5456 18.5300
H -17.8134 20.9459 18.9702
C -24.6729 19.9973 16.0925
C -26.0790 20.2266 16.6563
C -27.0650 19.2525 16.0297
O -27.2405 19.6515 14.6717
C -28.1858 18.8074 14.0623
N -26.0946 20.1849 18.1210
H -24.0770 20.8898 16.2922
H -24.7349 19.7964 15.0220
H -24.1272 19.1909 16.5822
H -26.2740 21.2563 16.3483
H -28.0380 19.3470 16.5215
H -26.6913 18.2324 16.1570
H -28.4474 19.0995 13.0357
H -29.1455 19.0431 14.5447
H -28.0015 17.7397 13.9253
H -25.4598 20.9098 18.4430
H -25.6735 19.3294 18.4726
C -17.6458 22.8298 13.3695
C -18.3819 23.8853 14.1590
C -18.6081 25.1230 13.2609
O -17.3620 25.7838 13.1318
C -17.4284 26.8450 12.2224
N -19.6825 23.3545 14.5993
H -17.3990 22.0386 14.0885
H -16.7008 23.1930 12.9514
H -18.0776 22.2512 12.5472
H -17.7641 24.1817 15.0063
H -19.4410 25.7853 13.5083
H -18.8611 24.6582 12.2948
H -17.6999 26.4596 11.2261
H -16.4410 27.2925 12.1113
H -18.1826 27.5989 12.4774
H -19.9973 22.6121 13.9925
H -19.5689 22.9434 15.5171
C -18.7900 17.1648 20.3855
O -18.1636 16.3562 21.0794
N -19.7662 16.7870 19.5179
N -18.6082 18.5115 20.2942
H -20.0213 15.8350 19.3613
H -20.0965 17.5486 18.9369
H -17.9014 19.0262 20.7791
H -19.3333 18.9774 19.7495
C -23.0265 18.1096 21.7821
O -23.2451 17.9914 22.9891
N -23.4967 17.2539 20.8427
N -22.2759 19.1374 21.2963
H -24.3365 16.7421 21.0589
H -23.4209 17.4180 19.8538
H -21.9395 19.2910 20.3596
H -21.9706 19.7779 22.0077
C -21.7255 16.5368 15.8215
O -22.3132 15.5848 15.2752
N -20.3851 16.7084 15.7676
N -22.3588 17.2895 16.7517
H -19.8410 16.1800 15.1125
H -19.9165 17.4129 16.3088
H -23.3556 17.2363 16.8138
H -21.8837 18.0197 17.2867
C -18.2825 19.3575 15.3389
O -17.4008 19.0737 14.5339
N -19.4290 20.0352 14.9742
N -18.2800 19.0437 16.6573
H -19.6191 20.1685 14.0008
H -20.1579 20.1120 15.6650
H -19.1246 19.2516 17.1822
H -17.5593 18.5084 17.1029
*
```